{"formula": "C3H13N2Si", "method": "ωB97M-V/def2-TZVPD", "total_energy_ha": -520.73122, "homo_energy_ev": -12.234, "gap_ev": 7.73, "total_charge": 1, "e_above_lowest_kj_mol": 383.2, "species": ["C", "C", "C", "N", "N", "Si", "H", "H", "H", "H", "H", "H", "H", "H", "H", "H", "H", "H", "H"], "coordinates": [[-0.927950, -1.233979, 0.353941], [-2.024512, 0.858605, 0.647207], [-0.258107, 0.497652, -1.256861], [2.013505, 0.151684, 0.691272], [-0.768984, 0.222749, 0.134269], [2.607277, -0.389067, -0.838460], [-1.902987, -1.615193, 0.161702], [-0.285704, -1.629514, -0.344085], [-0.631368, -1.421100, 1.309238], [-2.886819, 0.458368, 0.095003], [-2.205215, 0.589111, 1.656994], [-2.001029, 2.007069, 0.524030], [-0.946551, -0.144876, -1.952926], [-0.366519, 1.576943, -1.577081], [1.860475, 1.127401, 0.770267], [2.398918, -0.099785, 1.579229], [0.068785, 0.430267, 0.693844], [3.170539, -1.769908, -0.545012], [3.086246, 0.383573, -2.102579]], "forces_ev_per_angstrom": [[-0.600, 1.198, -1.397], [-0.187, 2.431, -1.536], [-0.921, -1.112, -1.839], [0.924, 0.036, -0.433], [-0.293, 0.188, -0.070], [-1.867, 0.226, -0.376], [-0.891, 0.180, -0.151], [1.565, -1.527, -1.283], [0.692, -0.855, 2.685], [0.502, 0.230, -0.194], [0.266, -0.144, 1.089], [0.083, -1.946, 0.227], [1.479, 1.180, 1.076], [0.190, -1.107, 0.786], [-0.274, 1.300, -0.201], [0.576, -0.735, 0.345], [-0.493, 0.238, 0.344], [-0.490, 0.775, -0.575], [-0.259, -0.555, 1.502]]}

---

{"formula": "C3H8N", "method": "ωB97M-V/def2-TZVPD", "total_energy_ha": -172.84052, "s_squared": 0.76, "spin_multiplicity": 2, "homo_energy_ev": [-24.024, -23.996], "gap_ev": [7.76, 7.75], "total_charge": 2, "e_above_lowest_kj_mol": 500.1, "species": ["C", "C", "C", "N", "H", "H", "H", "H", "H", "H", "H", "H"], "coordinates": [[1.822800, -0.373318, 0.179880], [0.424668, 0.351780, -0.235116], [-1.964853, -0.032846, 0.022091], [-0.603726, -0.280824, 0.254479], [1.710615, -0.572792, 1.248393], [2.719387, 0.215892, -0.006961], [1.883676, -1.343686, -0.324263], [0.400821, 0.545417, -1.340355], [0.540602, 1.360130, 0.279859], [-2.172912, 1.023178, 0.337300], [-2.207335, -0.174342, -1.057632], [-2.553746, -0.718590, 0.642328]], "forces_ev_per_angstrom": [[0.991, -0.899, 1.186], [1.367, -1.849, -0.064], [0.026, -2.048, 1.415], [-1.411, 3.466, -1.699], [0.183, 0.179, -0.008], [-0.413, 0.494, -0.274], [-0.350, 0.231, -0.435], [-0.416, 0.107, -0.054], [0.033, 0.019, 0.434], [0.179, 0.095, -0.214], [0.116, 0.195, -0.171], [-0.304, 0.011, -0.116]]}

---

{"formula": "C18H22N2O6S2", "method": "ωB97M-V/def2-TZVPD", "smiles": "COC(=O)c1c(NC(=O)C[C@@H]2SC[C@H](C(=O)OC)NC2=O)sc2c1CCCC2", "total_energy_ha": -2056.51696, "homo_energy_ev": -7.851, "gap_ev": 8.46, "total_charge": 0, "e_above_lowest_kj_mol": 14.0, "species": ["C", "H", "H", "H", "O", "C", "O", "C", "C", "N", "C", "O", "C", "C", "C", "O", "N", "H", "C", "C", "O", "O", "C", "H", "H", "H", "C", "H", "H", "S", "H", "H", "H", "H", "H", "S", "C", "C", "C", "C", "C", "C", "H", "H", "H", "H", "H", "H", "H", "H"], "coordinates": [[-3.626162, -3.995896, -0.315857], [-4.620466, -4.197857, -0.705749], [-2.862304, -4.396688, -0.985525], [-3.500221, -4.449747, 0.669694], [-3.516157, -2.584424, -0.229403], [-2.347516, -2.116364, 0.225376], [-1.438259, -2.863620, 0.558515], [-2.261187, -0.667266, 0.275899], [-1.068029, -0.060618, 0.631058], [0.074963, -0.726798, 0.982134], [1.240894, -0.081711, 1.210090], [1.313950, 1.132681, 1.232160], [2.436474, -0.991633, 1.429047], [2.759431, -1.745845, 0.132180], [2.616943, -0.848375, -1.086194], [1.544755, -0.717141, -1.638057], [3.728997, -0.258825, -1.572976], [3.555025, 0.316418, -2.388683], [5.037046, -0.051572, -0.975764], [5.012308, 1.418953, -0.500921], [5.408910, 2.326496, -1.180338], [4.415936, 1.526917, 0.673234], [4.081640, 2.826750, 1.160813], [4.647425, 3.006980, 2.074700], [3.011456, 2.813404, 1.368772], [4.325705, 3.579786, 0.411443], [5.398951, -1.018989, 0.150437], [6.431025, -1.348930, 0.048985], [5.278471, -0.550248, 1.125856], [4.398880, -2.535457, 0.140175], [5.768554, -0.121736, -1.790311], [2.051643, -2.568827, -0.001907], [3.269292, -0.354307, 1.725201], [2.228692, -1.706905, 2.226492], [-0.022540, -1.744869, 0.921800], [-1.133294, 1.650847, 0.574568], [-2.803887, 1.575479, 0.071579], [-3.265542, 0.304258, -0.040445], [-4.671590, 0.005762, -0.457594], [-5.544668, 1.257145, -0.371023], [-4.839365, 2.449690, -1.009883], [-3.595073, 2.809363, -0.197919], [-2.981580, 3.537351, -0.732707], [-3.891792, 3.268755, 0.750923], [-5.510795, 3.308531, -1.056677], [-4.546254, 2.191051, -2.028951], [-6.498082, 1.071126, -0.868286], [-5.750211, 1.485203, 0.676946], [-5.082443, -0.785424, 0.170825], [-4.659941, -0.372862, -1.483722]], "forces_ev_per_angstrom": [[0.138, -0.443, 0.049], [0.041, 0.023, 0.018], [-0.094, 0.008, 0.052], [-0.035, 0.013, -0.106], [0.010, 0.369, -0.007], [0.187, -0.057, 0.079], [-0.134, -0.181, -0.072], [0.402, 0.232, 0.109], [-0.286, 0.057, -0.073], [-0.164, -0.305, 0.078], [0.294, -0.326, 0.384], [0.218, 0.063, 0.021], [-0.021, 0.202, -0.040], [0.408, -0.142, 0.045], [-0.059, -0.381, 0.003], [-0.298, 0.016, -0.108], [0.282, 0.300, -0.417], [-0.096, -0.102, 0.080], [0.115, 0.374, 0.060], [0.377, -0.389, -0.482], [0.042, 0.127, -0.041], [-0.094, -0.251, 0.290], [-0.187, 0.467, 0.024], [-0.014, -0.023, -0.065], [0.150, -0.002, 0.003], [-0.014, -0.064, 0.106], [-0.402, -0.399, 0.201], [-0.004, 0.058, 0.017], [0.126, 0.027, -0.131], [0.038, 0.015, 0.022], [-0.126, 0.100, 0.239], [0.056, 0.154, -0.110], [-0.139, -0.061, 0.000], [0.030, -0.001, -0.025], [0.152, 0.262, 0.053], [-0.749, -0.047, -0.222], [0.301, -0.291, 0.131], [0.042, 0.216, -0.019], [-0.234, 0.093, 0.079], [0.100, -0.060, -0.257], [-0.048, 0.077, 0.255], [-0.072, 0.133, -0.075], [-0.032, 0.070, 0.010], [-0.018, 0.086, -0.040], [0.018, 0.018, -0.067], [0.001, 0.026, -0.088], [-0.039, 0.000, 0.065], [-0.067, 0.008, 0.063], [-0.019, 0.011, -0.097], [-0.084, -0.081, 0.006]]}

---

{"formula": "C16H19BN6SeV", "method": "ωB97M-V/def2-TZVPD", "total_energy_ha": -4319.40677, "s_squared": 3.78, "spin_multiplicity": 4, "homo_energy_ev": [-15.299, -15.289], "gap_ev": [6.93, 5.18], "total_charge": 2, "e_above_lowest_kj_mol": 0.0, "species": ["C", "N", "N", "C", "C", "B", "N", "N", "C", "C", "C", "V", "N", "N", "C", "C", "C", "H", "H", "H", "H", "H", "H", "H", "H", "H", "H", "H", "C", "H", "H", "H", "Se", "C", "C", "C", "C", "C", "C", "H", "H", "H", "H", "H"], "coordinates": [[-2.829994, 0.069034, 0.093978], [-1.656978, -0.183842, -0.571110], [-2.022850, -0.707822, -1.816360], [-3.340765, -0.652362, -1.961738], [-3.894649, -0.134227, -0.795066], [-0.993994, -1.270391, -2.785783], [0.106867, -0.248417, -3.016154], [0.802330, 0.332206, -1.967721], [1.746787, 1.129504, -2.524364], [1.592360, 1.108892, -3.912335], [0.568023, 0.213956, -4.180519], [0.242284, -0.318718, -0.105008], [-0.337357, -2.461576, -2.055344], [0.325914, -2.232487, -0.844339], [0.803638, -3.423614, -0.406662], [0.452977, -4.405224, -1.339916], [-0.263463, -3.765412, -2.354644], [1.351034, -3.524921, 0.525858], [-0.718386, -4.153319, -3.252815], [0.682830, -5.442240, -1.319159], [-1.496808, -1.697724, -3.800047], [0.132680, -0.182660, -5.086858], [-3.770709, -1.011715, -2.883523], [2.153400, 1.660569, -4.648051], [-4.928018, 0.073392, -0.634992], [2.458710, 1.647693, -1.890828], [-2.812040, 0.360387, 1.130351], [2.831539, 0.754959, 0.555628], [2.412438, 1.764824, 0.811596], [2.955899, 2.563406, 0.258988], [1.313237, 1.828006, 0.584109], [2.576545, 1.964011, 1.886148], [0.659510, -0.950320, 2.195367], [0.376870, 0.634485, 3.235784], [1.287684, 0.816864, 4.288252], [1.188890, 1.932749, 5.108953], [0.177035, 2.877471, 4.888811], [-0.727130, 2.699755, 3.834410], [-0.626073, 1.583984, 2.992556], [2.066087, 0.072534, 4.451544], [1.898301, 2.050598, 5.927276], [0.094889, 3.748921, 5.545937], [-1.520528, 3.431675, 3.676087], [-1.319019, 1.447116, 2.161703]], "forces_ev_per_angstrom": [[-0.094, 0.027, -1.766], [-0.891, -1.131, -0.405], [-0.188, 1.012, 0.912], [0.685, 0.165, 0.477], [0.526, 0.043, 0.907], [0.306, -0.996, -0.206], [0.446, 0.770, 0.373], [0.076, -0.326, -0.625], [-0.830, -0.258, -0.412], [0.518, 0.185, -0.014], [0.066, -0.048, 0.736], [-0.440, -0.250, -1.961], [0.876, -0.364, 1.343], [-0.494, 0.074, -0.456], [-0.685, -0.082, -1.141], [-0.032, 0.515, 0.057], [0.454, 0.555, 0.920], [-0.115, 0.085, -0.265], [0.046, 0.003, 0.037], [0.157, -0.503, 0.156], [0.119, 0.462, 0.301], [0.144, 0.317, -0.066], [-0.196, 0.130, 0.068], [0.097, -0.036, 0.110], [-0.374, -0.079, 0.246], [-0.210, -0.003, -0.305], [-0.168, 0.172, -0.066], [-0.216, 0.829, 0.174], [0.223, -0.076, -0.103], [-0.526, -0.696, 0.134], [0.682, 0.188, 0.144], [-0.285, -0.293, -0.518], [-0.086, 0.767, 1.745], [0.381, -1.026, -0.798], [0.277, 0.146, 0.850], [0.199, -0.308, -0.126], [0.220, -0.125, 0.166], [-0.307, -0.575, -0.766], [-0.358, 0.917, 0.278], [-0.186, 0.194, 0.073], [-0.204, 0.055, -0.216], [-0.007, -0.343, -0.281], [0.248, -0.233, -0.015], [0.141, 0.140, 0.305]]}